a | Formula: C12H12
Source: the Open Molecules 2025 dataset
Level of theory: ωB97M-V/def2-TZVPD

Geometry as XYZ:
```
24
Properties=species:S:1:pos:R:3:nbo_charge:R:1
C -3.64 0.28 1.43 -0.202
C -4.07 -1.02 0.97 -0.252
C -4.35 -1.28 -0.35 -0.216
C -4.17 -0.31 -1.36 -0.222
C -4.07 1.06 -0.77 -0.211
C -3.53 1.41 0.52 -0.220
H -3.11 0.60 2.38 0.216
H -4.00 -1.70 1.87 0.230
H -4.89 -2.36 -0.46 0.224
H -4.45 -0.49 -2.39 0.228
H -3.77 1.92 -1.40 0.199
H -3.12 2.43 0.68 0.227
C 4.33 1.31 0.00 -0.226
C 3.10 0.99 -0.37 -0.213
C 2.62 -0.36 -0.26 -0.230
C 3.52 -1.34 -0.05 -0.205
C 4.90 -1.12 0.10 -0.229
C 5.24 0.22 0.31 -0.193
H 4.67 2.41 0.34 0.224
H 2.44 1.80 -0.70 0.211
H 1.66 -0.57 -0.81 0.216
H 2.82 -2.29 -0.42 0.221
H 5.62 -1.85 0.20 0.215
H 6.25 0.26 0.54 0.208
```

The multiplicity is 1. Its SMILES is c1ccccc1.c1ccccc1. For the molar mass, the calculation gives 156.2 g/mol. The value obtained for the lowest unoccupied orbital energy is 0.748 eV.

---

b | Formula: C12H12
Source: the Open Molecules 2025 dataset
Level of theory: ωB97M-V/def2-TZVPD

Geometry as XYZ:
```
24
Properties=species:S:1:pos:R:3:nbo_charge:R:1
C -3.39 -2.18 2.77 -0.216
C -3.24 -1.88 1.42 -0.217
C -2.13 -1.05 1.01 -0.211
C -1.24 -0.54 1.91 -0.217
C -1.33 -0.91 3.27 -0.218
C -2.38 -1.77 3.72 -0.212
H -4.21 -2.83 3.11 0.215
H -3.92 -2.27 0.65 0.217
H -1.87 -0.93 -0.05 0.209
H -0.47 0.12 1.48 0.215
H -0.65 -0.37 3.94 0.216
H -2.56 -2.04 4.77 0.219
C 2.05 1.81 -3.69 -0.226
C 3.07 2.42 -2.91 -0.201
C 3.26 2.06 -1.57 -0.220
C 2.45 1.04 -0.98 -0.218
C 1.47 0.43 -1.75 -0.215
C 1.24 0.82 -3.12 -0.215
H 2.03 1.87 -4.79 0.219
H 3.77 3.13 -3.37 0.214
H 4.16 2.48 -1.10 0.216
H 2.61 0.73 0.06 0.216
H 0.85 -0.33 -1.25 0.210
H 0.44 0.20 -3.54 0.220
```

The multiplicity is 1. Its SMILES is c1ccccc1.c1ccccc1. For the molar mass, the calculation gives 156.2 g/mol. The value obtained for the lowest unoccupied orbital energy is 0.922 eV.

---

Winner for stability: b

---

a | Formula: C3H3N3O
Source: the Open Molecules 2025 dataset
Level of theory: ωB97M-V/def2-TZVPD

Geometry as XYZ:
```
10
Properties=species:S:1:pos:R:3:nbo_charge:R:1
N -2.29 0.51 0.58 -0.672
C -1.23 0.10 0.16 0.666
N -0.53 -0.78 -0.34 -0.535
C 0.80 -0.94 -0.65 0.006
N 1.85 0.13 0.04 -0.594
C 1.46 0.97 0.77 0.819
O 0.82 1.75 1.40 -0.524
H -3.04 0.93 0.06 0.412
H 1.00 -0.75 -1.71 0.210
H 1.15 -1.92 -0.31 0.213
```

The multiplicity is 1. Its SMILES is N=C=NCN=C=O. For the molar mass, the calculation gives 97.1 g/mol. The value obtained for the lowest unoccupied orbital energy is 0.387 eV.

---

b | Formula: C3H3N3O
Source: the Open Molecules 2025 dataset
Level of theory: ωB97M-V/def2-TZVPD

Geometry as XYZ:
```
10
Properties=species:S:1:pos:R:3:nbo_charge:R:1
O 1.93 -0.46 0.14 -0.619
C 0.64 -0.12 0.12 0.542
C 0.26 1.23 0.06 -0.133
N -1.00 1.57 -0.21 -0.121
N -1.94 0.67 -0.41 -0.316
C -1.73 -0.62 -0.14 0.080
N -0.39 -0.98 0.16 -0.655
H 2.02 -1.41 0.26 0.499
H 0.97 2.04 0.19 0.221
H -0.75 -1.91 -0.15 0.502
```

The multiplicity is 1. For the molar mass, the calculation gives 97.1 g/mol. The value obtained for the lowest unoccupied orbital energy is -0.389 eV.

---

Winner for stability: a

---

a | Formula: C3H3N3O
Source: the Open Molecules 2025 dataset
Level of theory: ωB97M-V/def2-TZVPD

Geometry as XYZ:
```
10
Properties=species:S:1:pos:R:3:nbo_charge:R:1
C -1.23 -0.74 0.16 0.345
N -0.21 -1.37 0.83 -0.533
C 0.95 -1.09 0.34 0.229
N 1.42 0.00 -0.28 -0.178
O 0.74 1.33 0.08 -0.410
C -0.47 1.36 -0.50 0.512
N -1.26 0.38 -0.56 -0.569
H -2.20 -1.23 0.58 0.203
H 1.82 -1.91 0.06 0.221
H -0.65 2.14 -1.19 0.178
```

The multiplicity is 1. Its SMILES is C1=NC=NOC=N1. For the molar mass, the calculation gives 97.1 g/mol. The value obtained for the lowest unoccupied orbital energy is -1.181 eV.

---

b | Formula: C3H3N3O
Source: the Open Molecules 2025 dataset
Level of theory: ωB97M-V/def2-TZVPD

Geometry as XYZ:
```
10
Properties=species:S:1:pos:R:3:nbo_charge:R:1
N -0.51 1.67 0.59 -0.755
C -0.05 0.59 -0.04 0.279
N 0.21 0.50 -1.34 -0.313
N 0.52 -0.77 -1.64 -0.208
C 0.31 -1.69 -0.79 -0.079
C -0.01 -0.75 0.62 0.493
O -0.01 -1.10 1.76 -0.457
H -0.38 1.75 1.59 0.410
H -0.92 2.43 0.07 0.416
H 0.84 -2.62 -0.80 0.213
```

The multiplicity is 1. Its SMILES is NC1=NN=CC1=O. For the molar mass, the calculation gives 97.1 g/mol. The value obtained for the lowest unoccupied orbital energy is -1.097 eV.

---

c | Formula: C3H3N3O
Source: the Open Molecules 2025 dataset
Level of theory: ωB97M-V/def2-TZVPD

Geometry as XYZ:
```
10
Properties=species:S:1:pos:R:3:nbo_charge:R:1
N 1.41 0.38 1.38 -0.367
C 0.25 0.27 1.43 0.418
N -0.96 -0.25 1.19 -0.504
N -1.02 -1.08 0.04 -0.176
C -0.13 -0.83 -0.83 -0.029
C 0.66 0.47 -0.95 0.367
O 0.05 1.51 -0.83 -0.505
H -1.81 0.23 1.42 0.425
H -0.06 -1.53 -1.66 0.215
H 1.70 0.44 -1.28 0.156
```

The multiplicity is 1. Its SMILES is N#CN/N=C\C=O. For the molar mass, the calculation gives 97.1 g/mol. The value obtained for the lowest unoccupied orbital energy is -0.315 eV.

---

d | Formula: C3H3N3O
Source: the Open Molecules 2025 dataset
Level of theory: ωB97M-V/def2-TZVPD

Geometry as XYZ:
```
10
Properties=species:S:1:pos:R:3:nbo_charge:R:1
O 1.35 0.12 2.16 -0.539
N 1.55 0.74 0.80 -0.019
C 0.68 0.23 0.05 0.382
N -0.18 -0.76 0.39 -0.407
C -1.05 -0.93 -0.57 0.051
C -0.86 0.20 -1.48 0.027
N 0.09 0.92 -1.10 -0.393
H 1.97 0.52 2.67 0.465
H -1.89 -1.64 -0.57 0.215
H -1.64 0.60 -2.34 0.216
```

The multiplicity is 1. Its SMILES is ON=C1N=CC=N1. For the molar mass, the calculation gives 97.1 g/mol. The value obtained for the lowest unoccupied orbital energy is -1.393 eV.

---

Winner for stability: b